The following is a DFT calculation (ωB97M-V/def2-TZVPD) of C20H39N3O2 in the gas phase.

Each line ends with the natural charge from an NBO analysis.
CARTESIAN COORDINATES (ANGSTROEM)
C  -8.53  -1.27  -0.17  -0.608
C  -7.36  -1.43  -1.14  -0.388
C  -6.01  -1.12  -0.50  -0.405
C  -5.85  0.35  -0.14  -0.212
N  -4.47  0.69  0.19  -0.468
C  -4.26  2.13  0.16  -0.403
H  -4.49  2.50  -0.84  0.199
H  -3.22  2.35  0.38  0.200
H  -4.90  2.66  0.89  0.167
C  -4.00  0.08  1.42  -0.232
H  -3.47  0.82  2.03  0.201
C  -3.02  -1.07  1.12  -0.229
N  -1.96  -0.61  0.25  -0.611
C  -0.71  -0.40  0.67  0.683
O  -0.30  -0.71  1.77  -0.652
C  0.21  0.26  -0.37  -0.141
N  1.57  0.09  0.08  -0.634
C  2.55  -0.34  -0.74  0.708
O  2.40  -0.46  -1.94  -0.639
C  3.88  -0.56  -0.03  -0.310
C  4.78  -1.50  -0.84  -0.390
C  6.14  -1.66  -0.17  -0.393
C  6.83  -0.31  0.01  -0.215
C  8.19  -0.48  0.68  -0.596
H  8.83  -1.13  0.09  0.207
H  8.69  0.48  0.79  0.206
H  8.08  -0.92  1.67  0.200
C  5.93  0.62  0.82  -0.394
C  4.57  0.79  0.15  -0.385
H  4.71  1.25  -0.84  0.206
H  3.95  1.46  0.75  0.207
H  6.41  1.60  0.93  0.207
H  5.79  0.20  1.82  0.193
H  6.98  0.13  -0.98  0.193
H  6.76  -2.32  -0.77  0.208
H  6.01  -2.13  0.81  0.191
H  4.90  -1.09  -1.84  0.218
H  4.29  -2.47  -0.94  0.213
H  3.69  -1.00  0.96  0.204
H  1.66  0.00  1.08  0.422
H  0.11  -0.24  -1.34  0.242
C  -0.16  1.76  -0.54  -0.203
C  0.70  2.39  -1.63  -0.606
H  0.61  1.84  -2.56  0.220
H  1.75  2.38  -1.33  0.212
H  0.40  3.42  -1.79  0.206
C  -0.02  2.51  0.77  -0.622
H  1.02  2.53  1.08  0.212
H  -0.60  2.04  1.56  0.212
H  -0.36  3.54  0.66  0.212
H  -1.21  1.80  -0.86  0.194
H  -2.27  -0.23  -0.64  0.409
H  -2.55  -1.42  2.04  0.235
H  -3.54  -1.90  0.63  0.196
H  -4.83  -0.31  2.03  0.189
H  -6.53  0.61  0.69  0.164
H  -6.13  0.95  -1.01  0.194
H  -5.22  -1.38  -1.22  0.208
H  -5.88  -1.75  0.38  0.193
H  -7.52  -0.79  -2.00  0.194
H  -7.35  -2.47  -1.49  0.203
H  -9.46  -1.58  -0.63  0.211
H  -8.64  -0.23  0.14  0.201
H  -8.37  -1.87  0.72  0.201

Values from the calculation:
HOMO-LUMO gap   9.7 eV
Total charge   0
SMILES   CCCCN(C)CCNC(=O)[C@H](NC(=O)[C@H]1CC[C@H](C)CC1)C(C)C
Energy above the lowest of the compared OMol25 structures with the same formula, charge and spin   2.9 kcal per mole
Calculated total energy   -1100.28552 hartree
2S+1   1